1.
Density functional theory data (the ωB97M-V functional and the def2-TZVPD basis) for C4H9NOS in the gas phase in a non-equilibrium geometry.

Geometry (Å):
S 1.556152 -2.723241 1.670232
O -2.044321 0.730753 0.432216
N -0.099262 0.128306 -0.635879
C 0.042584 -1.072041 0.154562
C -1.238892 0.930857 -0.446181
C 1.368047 -1.097094 0.918489
C -1.279853 2.085359 -1.424616
H 0.722158 0.721785 -0.677698
H 0.004160 -1.939877 -0.501839
H 1.472115 -0.280461 1.626468
H -0.773568 -1.165270 0.862571
H -0.325982 2.598625 -1.403921
H -1.522425 1.679794 -2.409471
H 2.086251 -2.396875 2.846851
H -2.142022 2.718304 -1.203337
H 2.174859 -0.918925 0.191553

Cartesian forces (eV/Å) of the 6 atoms listed first:
S 0.0 -0.4 0.0
O -0.4 -0.2 -0.5
N -0.5 0.7 0.2
C 0.4 -0.2 0.6
C 0.8 0.1 0.4
C 0.4 0.4 -0.8

molar mass = 119.2 g mol⁻¹
structure (SMILES) = CC(=O)NCCS
strongest force on any atom = 1.3 eV Å⁻¹
relative energy (zero: lowest compared OMol25 entry of this formula, charge and spin) = 66.8 kJ/mol
gap between HOMO and LUMO = 9.96 eV

***

2.
Density functional theory data (the ωB97M-V functional and the def2-TZVPD basis) for C29H40Br2ClN5O5S as an isolated structure in a non-equilibrium geometry.

Geometry (Å):
Br -0.544522 1.181544 0.775974
Br 3.413194 1.652378 1.091291
Cl -1.768320 -3.477785 1.541546
S 2.032781 -0.276906 2.960901
O 1.786556 0.564944 -0.946321
O 0.485064 -0.589639 2.755963
O 0.962313 -2.559584 1.779409
O 2.053600 0.985838 3.617101
O 2.668831 -1.371060 3.619146
N -5.246779 -1.539910 2.383635
N 6.991173 3.731871 -4.849252
N -0.656209 1.103457 -3.601199
N 1.298202 -3.970980 -0.195540
N -3.772285 2.572925 -0.093399
C -3.664134 3.029267 0.950491
C -3.007716 -0.460168 -0.730572
C -4.091369 -4.331251 -2.209323
C -1.385400 -1.846825 2.144382
C 2.248463 0.106175 -2.224931
C 3.755296 0.060790 -2.374765
C -2.390416 -2.637426 -1.460090
C -6.543475 -1.157114 4.606680
C 7.380138 4.340864 -3.962547
C 1.113673 -3.330726 0.750433
C 2.695306 -0.163350 1.237248
C -2.010941 -1.393453 -0.984483
C -3.715178 -2.968088 -1.686007
C 4.424023 1.425632 -2.521450
C -4.336858 -0.779867 -0.940409
C -1.600908 -1.803137 3.661913
C -0.522582 -1.148645 -0.870423
C -5.819313 -1.371450 3.360564
C 5.914082 1.272920 -2.899872
C 3.891390 -1.127599 1.114219
C 0.047662 -1.444004 1.705453
C -1.646165 3.195973 -2.420903
C 1.673129 -0.417601 0.029140
C -2.172465 -0.464835 4.135393
C 0.166344 -0.626081 0.398137
C -3.528765 3.576220 2.292882
C -1.083289 2.023827 -3.071059
C 7.876000 5.100122 -2.822805
C -4.695033 -2.021584 -1.414438
H 3.611298 -2.038030 0.587407
H 4.360856 1.985079 -1.591979
H -3.485182 4.662638 2.248466
H -0.266866 -0.411268 -1.634494
H -2.141942 -0.429820 5.224368
H -1.632118 -3.379350 -1.681790
H 8.063704 6.130682 -3.117297
H 6.245577 0.237151 -2.794201
H 4.702172 -0.631456 0.591058
H -0.715204 -2.094673 4.221814
H 3.946756 -0.480735 -3.307909
H -5.112954 -0.054827 -0.739507
H -3.223548 -0.413214 3.850438
H -2.350700 -2.566253 3.870621
H -4.232292 -4.327895 -3.288003
H -2.686261 3.002388 -2.161915
H -7.523580 -1.626322 4.549923
H 4.269171 -1.408219 2.091844
H -1.642768 0.387973 3.716717
H -3.318491 -5.053555 -1.947306
H -6.669520 -0.090859 4.783980
H 8.802398 4.658943 -2.460379
H -5.737696 -2.267517 -1.570675
H 6.102418 1.556294 -3.930496
H 1.848985 0.810354 -2.951750
H -2.615996 3.199256 2.752273
H 1.980890 -1.360305 -0.427947
H -2.784793 0.530453 -0.366440
H -2.072636 -1.131374 1.696037
H 1.809027 -0.861570 -2.479080
H -5.002374 -4.665276 -1.713435
H 4.244319 -0.517953 -1.588115
H 6.559340 1.867945 -2.254191
H -1.592151 4.049408 -3.094915
H 7.138807 5.087007 -2.022118
H -4.381888 3.277348 2.898656
H -0.024601 -2.066262 -1.182426
H -1.092337 3.419437 -1.510738
H -5.988355 -1.592355 5.435545
H 3.933408 1.961016 -3.334169

Cartesian forces (eV/Å) of the 6 atoms listed first:
Br 0.1 0.0 0.1
Br -0.1 0.0 0.2
Cl 0.0 0.0 -0.1
S 0.6 0.5 0.5
O -0.1 -0.1 -0.1
O 0.2 -0.5 -0.2

molar mass = 766.0 g mol⁻¹
strongest force on any atom = 1.2 eV Å⁻¹
gap between HOMO and LUMO = 8.72 eV

***

3.
Density functional theory data (the ωB97M-V functional and the def2-TZVPD basis) for C4H7Br2N2 as an isolated structure in a non-equilibrium geometry.

Geometry (Å):
Br 0.949446 -1.603876 2.023002
Br -0.661802 0.292867 -3.082873
N 0.006367 -1.624058 -0.672364
N -0.913482 1.020393 -0.456068
C 0.514902 1.620787 1.452173
C -0.053293 0.773079 0.414353
C 0.850527 -1.041736 0.163900
C -1.399315 0.191268 -1.384092
H 0.248921 -2.241565 -1.430641
H 1.523319 1.099797 1.595808
H -0.743948 -2.122515 -0.209008
H 1.674307 -0.572352 -0.263953
H -2.504004 0.028859 -1.351888
H -0.133152 1.614270 2.264557
H 0.641207 2.564782 0.937094

Cartesian forces (eV/Å) of the 6 atoms listed first:
Br 0.2 -0.1 -0.9
Br -0.1 0.0 -0.4
N -2.7 -1.7 -0.3
N 0.5 -2.9 0.1
C 2.8 -1.2 -2.5
C 0.3 -1.3 -0.7

molar mass = 242.9 g mol⁻¹
net charge = +1
strongest force on any atom = 4.5 eV Å⁻¹
relative energy (zero: lowest compared OMol25 entry of this formula, charge and spin) = 341.6 kJ/mol
gap between HOMO and LUMO (alpha / beta) = 8.38 / 8.38 eV

***

4.
Density functional theory data (the ωB97M-V functional and the def2-TZVPD basis) for a 9-piece molecular cluster, C23H66N2O9 overall in a non-equilibrium geometry.

Geometry (Å):
O -0.904401 -4.091231 -1.021815
O 3.170579 -0.658431 0.134365
O -4.747751 0.021449 -3.084245
O -0.776401 -3.998471 4.248585
O 2.464509 3.296149 -0.778205
O -0.109781 0.310179 -4.177915
O 0.152689 0.442719 3.632585
O 0.704669 -0.184141 1.019925
O -2.295941 0.868659 4.781975
N -1.362601 -1.199841 -1.955785
N 3.830799 4.712799 -2.729565
C -5.200011 -0.662991 -4.185785
C -4.208611 1.923809 4.031555
C 1.175119 1.186659 4.244275
C 4.163279 0.410439 0.317045
C -2.727941 -1.337951 -2.396345
C 4.418459 6.542259 -1.120575
C 0.521049 1.802719 5.486345
C 1.125259 2.808569 -0.613085
C 4.070869 5.016489 -1.298485
C -0.165681 -1.346001 1.047395
C -3.485921 -0.226781 2.955885
C -3.575231 -1.896731 -1.267305
C 1.803239 2.237129 3.317895
C 1.960599 0.205909 -5.263095
C 1.310209 0.370499 -3.960495
C 0.075729 -5.059571 -1.300095
C -3.025411 1.111819 3.632625
C -3.369521 -0.016481 -2.964745
C 0.909189 -5.232801 0.020405
C 2.677049 4.688679 -0.626605
C -1.295741 -4.904411 3.356125
C 0.766289 -4.549711 -2.565605
C 1.523149 -0.698351 -2.853965
H 1.984729 -0.846481 -5.545925
H -0.139091 -1.908661 1.980565
H -2.873151 0.387719 -3.846975
H 4.883639 4.394869 -0.922845
H -4.948091 -0.238651 -5.157675
H 1.849339 -5.673401 -0.311415
H -2.410001 1.695319 2.947865
H -2.373871 -5.002351 3.483175
H -0.628581 0.781719 4.075645
H 0.333859 -5.994801 0.546195
H 1.305219 -1.713231 -3.186565
H 0.038229 1.086719 6.151435
H -4.633051 -1.931291 -1.527935
H 1.128249 1.730659 -0.774945
H 3.323559 3.840409 -2.687885
H 4.047549 1.227489 -0.395095
H -6.287651 -0.645161 -4.116265
H 0.339489 3.318779 -1.170165
H -3.232571 -2.896981 -1.002405
H 0.819489 2.964629 0.421445
H 0.136219 -2.133611 0.357025
H 0.173709 -4.037951 4.380255
H 2.591069 2.772129 3.848165
H 4.054509 0.814729 1.323435
H 2.048519 1.864879 2.323225
H 3.787019 7.196549 -1.721635
H -3.458501 -1.241001 -0.404455
H -0.437051 -0.294431 -3.507885
H 0.761859 0.226209 1.885915
H -1.635971 -4.560891 -0.614605
H 5.362649 6.788799 -1.606185
H 2.553159 -0.718501 -2.497935
H 1.396259 -3.702441 -2.294735
H -0.106861 2.641489 5.185865
H -4.978771 -1.729581 -4.225025
H -4.171811 -0.001051 2.139365
H 4.400359 6.893209 -0.088775
H 1.513609 0.830109 -6.036835
H 3.032159 0.378019 -5.161915
H 2.257899 -0.373101 0.219165
H -4.734561 1.312029 4.764495
H 1.083789 -0.453731 -1.886895
H -3.149021 0.731269 -2.202935
H 5.181549 0.044319 0.185945
H 0.193179 -4.287201 -3.454835
H -0.664341 -5.778381 3.516105
H 2.688769 4.914199 0.439745
H 1.988869 0.550379 4.592215
H 1.691329 1.264769 -3.467415
H 1.907749 5.286729 -1.115095
H -2.667201 -0.674771 2.392755
H 1.109859 3.041859 3.073505
H 1.463369 -5.317921 -2.900325
H -1.296531 -0.578341 -1.162395
H -4.041581 -0.938321 3.566655
H 3.299159 5.419109 -3.218015
H -1.151241 -4.406471 2.397335
H -3.948551 2.825489 4.586035
H -2.766081 -2.067111 -3.205645
H -1.211341 -2.117481 -1.561875
H -2.382461 -0.052771 5.037105
H -4.859911 2.270039 3.229045
H -0.348531 -6.000461 -1.650565
H -1.184121 -1.020611 0.835225
H 1.251929 2.250729 6.159535
H 1.166799 -4.301281 0.524385

Cartesian forces (eV/Å) of the 6 atoms listed first:
O -0.7 0.3 -0.2
O 2.6 0.3 -0.5
O 0.0 -0.1 0.2
O 0.0 2.4 2.8
O -0.6 -0.2 -0.7
O 0.4 1.2 -0.6

spin multiplicity = 2
molar mass = 514.8 g mol⁻¹
net charge = -1
strongest force on any atom = 3.7 eV Å⁻¹
gap between HOMO and LUMO (alpha / beta) = 1.71 / 9.11 eV